Formula: C2H6CuO2
Source: the OMol25 dataset
Level of theory: ωB97M-V with the def2-TZVPD basis set

Geometry as ORCA input:
```
! wB97M-V def2-TZVPD RIJCOSX def2/J DEFGRID3
* xyz 1 3
C 0.1879 -0.5937 1.3796
C 0.5305 0.0114 0.0449
O -0.7229 0.2035 -0.6986
H 1.1339 -0.8136 1.8911
H -0.3799 0.1051 2.0077
H -0.3693 -1.5315 1.2657
H 1.1158 -0.6515 -0.5996
H 1.0078 0.9946 0.1272
H -1.2961 0.9817 -0.3040
Cu -0.6757 0.1756 -3.3407
O -0.5320 1.1186 -1.7732
*
```

Computed properties:
E_HOMO (spin up / spin down): -12.43 / -16.89 eV
expectation value of S²: 2.002
frontier orbital gap (spin up / spin down): 0.3081 / 0.3344 Eh
energy above the lowest of the compared OMol25 structures with the same formula, charge and spin: 90.3 kcal/mol
E_tot: -1870.2207 Eh

Here are the natural (NBO) charges for atoms 1 to 5, given in e: C -0.66; C -0.08; O -0.25; H 0.27; H 0.23

Formula: C2H6F2N2O3S2
Source: the OMol25 dataset
Level of theory: ωB97M-V with the def2-TZVPD basis set

Geometry as ORCA input:
```
! wB97M-V def2-TZVPD RIJCOSX def2/J DEFGRID3
* xyz 0 1
C 0.2543 0.4013 -1.1570
C 0.1659 0.0055 1.2545
N -2.0276 -1.6641 0.1158
N -0.2551 0.8723 0.1769
O -2.4241 1.8409 1.1995
O -2.6925 0.6413 -0.9647
O -4.2403 -1.3308 -1.1287
F -1.2953 2.6689 -0.8464
F -3.9586 -0.1217 1.1329
S -1.7922 1.3431 0.0379
S -3.2926 -1.0174 -0.1298
H 1.1938 0.8992 -1.2361
H 0.5504 -0.7270 -1.0212
H -0.3070 0.7777 -1.9161
H 0.0503 -1.0626 1.0362
H 1.2704 0.2470 1.2494
H -0.3689 0.1645 2.1422
*
```

Computed properties:
E_HOMO: -10.38 eV
frontier orbital gap: 0.3797 Eh
energy above the lowest of the compared OMol25 structures with the same formula, charge and spin: 47.2 kcal/mol
E_tot: -1410.9522 Eh

Here are the natural (NBO) charges for atoms 1 to 5, given in e: C -0.41; C -0.42; N -1.03; N -0.63; O -0.81

Formula: C2H6F2P
Source: the OMol25 dataset
Level of theory: ωB97M-V with the def2-TZVPD basis set

Geometry as ORCA input:
```
! wB97M-V def2-TZVPD RIJCOSX def2/J DEFGRID3
* xyz 1 1
C 1.3896 1.5548 -0.0189
C -0.6796 -1.6758 0.0988
F -1.5571 0.5781 -1.0828
F -1.2201 0.6690 1.2764
P -0.4849 0.1592 -0.0293
H 1.0196 2.1903 0.7612
H 1.0711 2.0870 -0.9914
H 2.2945 0.8919 0.0149
H 0.2928 -2.1671 0.3826
H -0.5550 -2.0974 -0.9237
H -1.5710 -2.1899 0.5122
*
```

Computed properties:
E_HOMO: -17.07 eV
frontier orbital gap: 0.4108 Eh
energy above the lowest of the compared OMol25 structures with the same formula, charge and spin: 0.0 kcal/mol
E_tot: -620.6098 Eh

Here are the natural (NBO) charges for atoms 1 to 5, given in e: C -0.54; C -1.05; F -0.51; F -0.53; P 1.93

Formula: C2H6F6LiNO7S2
Source: the OMol25 dataset
Level of theory: ωB97M-V with the def2-TZVPD basis set

Geometry as ORCA input:
```
! wB97M-V def2-TZVPD RIJCOSX def2/J DEFGRID3
* xyz 0 1
Li -0.9188 -0.0478 -1.1705
C -1.7697 -0.4332 2.4295
F -1.4496 -0.5843 3.7077
F -2.9199 -1.0516 2.2246
F -1.8314 0.8475 2.1434
S -0.4537 -1.3264 1.3796
O 0.4322 -2.0048 2.2790
O -1.1750 -2.1270 0.4275
N 0.2162 -0.0537 0.3974
S 1.4226 0.3991 1.2961
O 1.0206 1.0397 2.5388
O 2.5250 -0.5163 1.2527
C 2.0294 1.9143 0.3678
F 0.9792 2.6925 0.0975
F 2.9174 2.5794 1.0842
F 2.6515 1.6133 -0.7770
O 2.0527 -1.2821 -1.8309
H 2.5512 -1.9651 -1.3694
H 1.6574 -0.7627 -1.1211
O -2.7567 0.4439 -1.3507
H -3.2023 0.7375 -2.1543
H -3.3749 -0.1716 -0.9291
O -0.3654 -0.0147 -3.2879
H -0.7874 -0.1547 -4.1418
H 0.5492 0.2285 -3.4931
*
```

Computed properties:
E_HOMO: -10.37 eV
frontier orbital gap: 0.3535 Eh
energy above the lowest of the compared OMol25 structures with the same formula, charge and spin: 29.7 kcal/mol
E_tot: -2064.3899 Eh

Here are the natural (NBO) charges for atoms 1 to 5, given in e: Li 0.91; C 0.76; F -0.29; F -0.31; F -0.29